[1]
Density functional theory data (ωB97M-V/def2-TZVPD) for a cluster of 9 separate species, C40H50F9NO28S in total.

Properties
Charge: 0
SMILES: COCCCCCCCCN(COc1ccccc1)S(=O)(=O)F.O=C1OC[C@@H](F)O1.O=C1OC[C@@H](F)O1.O=C1OC[C@@H](F)O1.O=C1OC[C@@H](F)O1.O=C1OC[C@@H](F)O1.O=C1OC[C@@H](F)O1.O=C1OC[C@@H](F)O1.O=C1OC[C@@H](F)O1
HOMO level in eV: -8.6
Orbital gap in eV: 7.94
LUMO in eV: -0.64

Geometry as XYZ:
```
129
C40H50F9NO28S, DFT ωB97M-V/def2-TZVPD
C 1.75 -0.37 -0.94
O 2.52 0.44 -1.87
C 3.52 1.23 -1.20
C 3.39 2.82 -1.52
C 2.80 3.67 -0.29
C 1.22 3.27 -0.13
C 0.24 4.53 -0.33
C -0.80 4.74 0.91
C -2.11 3.80 0.66
C -1.91 2.35 1.33
N -2.90 1.32 0.84
C -2.32 0.39 -0.18
O -1.30 0.96 -1.02
C -1.85 1.62 -2.16
C -0.85 1.96 -3.32
C -1.26 2.71 -4.61
C -2.73 3.17 -4.80
C -3.74 2.81 -3.66
C -3.32 2.05 -2.35
S -3.19 0.32 2.26
O -4.12 1.02 3.23
O -3.80 -1.01 1.92
F -1.73 0.06 3.08
H 2.27 -1.39 -0.77
H 1.55 0.16 0.06
H 0.75 -0.59 -1.43
H 3.56 1.00 -0.09
H 4.54 0.90 -1.64
H 4.40 3.30 -1.79
H 2.64 2.92 -2.38
H 3.35 3.30 0.66
H 2.97 4.79 -0.35
H 0.98 2.53 -0.97
H 1.13 2.78 0.91
H -0.35 4.44 -1.32
H 0.88 5.47 -0.41
H -0.33 4.56 1.93
H -1.17 5.83 0.80
H -2.31 3.78 -0.46
H -3.04 4.30 1.13
H -0.82 1.98 1.31
H -2.15 2.50 2.46
H -3.12 -0.14 -0.82
H -1.80 -0.47 0.40
H 0.26 1.66 -3.18
H -0.43 2.89 -5.39
H -3.00 3.74 -5.74
H -4.82 3.16 -3.84
H -4.08 1.84 -1.53
C 0.21 -2.01 4.32
C 0.99 -2.84 3.37
O 2.28 -2.89 3.96
C 2.06 -2.78 5.30
O 2.88 -3.05 6.13
O 0.80 -2.33 5.57
F 1.10 -2.23 2.16
H 0.32 -0.94 4.14
H -0.85 -2.26 4.32
H 0.61 -3.86 3.24
C -6.21 -0.57 -0.74
C -7.30 -1.48 -1.21
O -7.44 -1.14 -2.58
C -6.21 -0.72 -2.97
O -5.86 -0.60 -4.11
O -5.40 -0.44 -1.91
F -8.47 -1.21 -0.58
H -6.58 0.41 -0.45
H -5.64 -1.00 0.09
H -7.07 -2.55 -1.12
C -8.15 4.92 -0.90
C -8.10 3.50 -0.43
O -6.77 3.10 -0.71
C -6.03 4.25 -0.63
O -4.84 4.27 -0.55
O -6.82 5.36 -0.65
F -8.94 2.72 -1.14
H -8.37 5.00 -1.96
H -8.87 5.52 -0.34
H -8.30 3.37 0.64
C 5.79 -2.47 6.71
C 6.39 -2.20 5.37
O 7.76 -2.03 5.66
C 8.00 -2.79 6.76
O 9.09 -3.11 7.13
O 6.84 -3.15 7.38
F 5.91 -1.04 4.85
H 5.55 -1.55 7.26
H 4.90 -3.09 6.65
H 6.26 -3.01 4.65
C 6.90 -6.54 6.32
C 6.32 -6.31 4.96
O 7.20 -7.00 4.10
C 7.71 -8.02 4.86
O 8.28 -8.97 4.40
O 7.47 -7.83 6.19
F 6.34 -4.99 4.63
H 7.68 -5.82 6.57
H 6.14 -6.53 7.10
H 5.30 -6.70 4.83
C 1.17 6.72 -6.20
C -0.32 6.59 -6.13
O -0.51 5.81 -4.96
C 0.54 6.10 -4.15
O 0.58 5.85 -2.98
O 1.55 6.73 -4.83
F -0.80 5.90 -7.19
H 1.65 5.88 -6.71
H 1.48 7.65 -6.70
H -0.85 7.54 -6.03
C 4.75 -6.87 0.79
C 3.72 -5.85 0.40
O 2.69 -6.05 1.34
C 3.31 -6.52 2.46
O 2.80 -6.55 3.55
O 4.58 -6.94 2.20
F 3.23 -6.11 -0.84
H 4.56 -7.85 0.35
H 5.76 -6.56 0.53
H 4.07 -4.82 0.45
C -3.44 -1.69 -5.76
C -3.41 -3.10 -5.29
O -2.09 -3.51 -5.59
C -1.33 -2.38 -5.52
O -0.14 -2.37 -5.44
O -2.10 -1.26 -5.53
F -4.27 -3.87 -6.00
H -3.67 -1.60 -6.83
H -4.15 -1.08 -5.20
H -3.60 -3.23 -4.22
```



[2]
Density functional theory data (ωB97M-V/def2-TZVPD) for a cluster of 10 separate species, C40H50N10 in total.

Properties
Charge: 0
SMILES: c1cc[nH]c1.c1cc[nH]c1.c1cc[nH]c1.c1cc[nH]c1.c1cc[nH]c1.c1cc[nH]c1.c1cc[nH]c1.c1cc[nH]c1.c1cc[nH]c1.c1cc[nH]c1
HOMO level in eV: -7.9
Orbital gap in eV: 8.19
LUMO in eV: 0.27

Geometry as XYZ:
```
100
C40H50N10, DFT ωB97M-V/def2-TZVPD
N -23.27 8.52 -17.51
C -22.60 7.84 -18.59
C -22.39 6.55 -18.13
C -22.96 6.42 -16.88
C -23.59 7.62 -16.53
H -23.65 9.45 -17.59
H -22.51 8.33 -19.55
H -21.91 5.78 -18.71
H -22.93 5.49 -16.33
H -24.14 7.90 -15.64
N -18.01 0.69 -2.81
C -18.52 1.84 -2.32
C -18.30 1.85 -1.01
C -17.53 0.68 -0.71
C -17.42 -0.05 -1.87
H -18.17 0.41 -3.77
H -19.00 2.41 -3.10
H -18.62 2.60 -0.30
H -17.23 0.40 0.29
H -17.09 -1.05 -2.10
N -19.75 11.28 -10.04
C -21.15 11.25 -10.23
C -21.67 12.10 -9.17
C -20.61 12.49 -8.32
C -19.44 11.97 -8.88
H -19.14 10.68 -10.58
H -21.64 10.73 -11.04
H -22.72 12.36 -9.16
H -20.60 13.08 -7.41
H -18.42 12.07 -8.53
N -24.51 6.50 -2.09
C -24.49 7.66 -2.80
C -23.21 7.92 -3.10
C -22.46 6.81 -2.72
C -23.29 5.93 -2.13
H -25.37 6.13 -1.73
H -25.35 8.30 -2.92
H -22.83 8.80 -3.60
H -21.42 6.61 -2.92
H -23.19 4.93 -1.72
N -30.02 9.15 -13.50
C -29.29 10.17 -12.98
C -28.14 9.69 -12.42
C -28.22 8.33 -12.41
C -29.36 7.98 -13.10
H -30.92 9.16 -13.95
H -29.57 11.19 -13.20
H -27.36 10.26 -11.95
H -27.47 7.67 -11.99
H -29.84 7.03 -13.28
N -27.14 0.58 -14.20
C -26.69 1.82 -14.56
C -26.59 1.83 -15.95
C -26.84 0.53 -16.42
C -27.31 -0.22 -15.33
H -27.48 0.42 -13.26
H -26.49 2.58 -13.81
H -26.48 2.69 -16.58
H -26.85 0.18 -17.45
H -27.74 -1.21 -15.24
N -18.06 7.36 -14.43
C -17.53 8.31 -15.26
C -16.29 8.70 -14.69
C -16.09 7.94 -13.53
C -17.24 7.13 -13.37
H -18.98 6.93 -14.47
H -18.20 8.71 -16.01
H -15.63 9.51 -14.98
H -15.19 8.01 -12.94
H -17.48 6.39 -12.62
N -23.43 5.43 -7.40
C -22.77 4.23 -7.45
C -22.66 3.96 -8.84
C -23.11 5.08 -9.56
C -23.68 5.94 -8.63
H -23.79 5.77 -6.52
H -22.51 3.64 -6.58
H -22.26 3.09 -9.34
H -23.26 5.10 -10.63
H -24.24 6.86 -8.75
N -18.46 -3.20 -6.87
C -17.11 -3.30 -6.62
C -16.61 -2.09 -6.99
C -17.59 -1.30 -7.51
C -18.75 -2.03 -7.52
H -19.14 -3.91 -6.63
H -16.78 -4.18 -6.09
H -15.65 -1.69 -6.72
H -17.49 -0.28 -7.85
H -19.74 -1.76 -7.87
N -28.82 -1.14 -8.14
C -29.70 -0.17 -8.53
C -28.91 0.97 -8.74
C -27.59 0.71 -8.37
C -27.54 -0.61 -7.97
H -29.11 -2.06 -7.85
H -30.76 -0.35 -8.68
H -29.29 1.88 -9.17
H -26.79 1.43 -8.44
H -26.66 -1.10 -7.58
```



[3]
Density functional theory data (ωB97M-V/def2-TZVPD) for a cluster of 10 separate species, C40H50N10 in total.

Properties
Charge: 0
SMILES: c1cc[nH]c1.c1cc[nH]c1.c1cc[nH]c1.c1cc[nH]c1.c1cc[nH]c1.c1cc[nH]c1.c1cc[nH]c1.c1cc[nH]c1.c1cc[nH]c1.c1cc[nH]c1
HOMO level in eV: -7.2
Orbital gap in eV: 7.79
LUMO in eV: 0.63

Geometry as XYZ:
```
100
C40H50N10, DFT ωB97M-V/def2-TZVPD
N 0.50 0.62 0.95
C 1.67 0.69 0.40
C 1.79 -0.25 -0.81
C 0.41 -0.91 -0.86
C -0.33 -0.29 0.27
H 0.30 1.13 1.74
H 2.44 1.29 0.82
H 2.65 -0.40 -1.41
H 0.07 -1.65 -1.49
H -1.45 -0.55 0.58
N -4.45 0.85 3.50
C -4.53 1.30 2.20
C -4.28 0.18 1.28
C -3.99 -0.93 2.15
C -4.11 -0.44 3.59
H -4.42 1.37 4.32
H -4.87 2.36 1.82
H -4.01 0.28 0.19
H -3.70 -1.86 1.85
H -4.01 -0.89 4.47
N -0.82 0.45 -6.60
C -0.94 1.05 -5.31
C -0.76 -0.02 -4.20
C -0.51 -1.21 -4.97
C -0.56 -0.91 -6.44
H -1.20 1.10 -7.37
H -1.16 2.11 -5.04
H -0.88 0.20 -3.23
H -0.15 -2.08 -4.51
H -0.58 -1.55 -7.32
N 6.38 5.00 -2.52
C 6.25 5.45 -1.30
C 5.41 4.53 -0.59
C 4.84 3.53 -1.53
C 5.63 3.87 -2.80
H 6.96 5.45 -3.38
H 6.45 6.46 -0.86
H 5.24 4.67 0.53
H 4.18 2.68 -1.15
H 5.84 3.23 -3.67
N -4.27 -1.24 -3.54
C -3.41 -1.41 -2.42
C -4.08 -2.41 -1.49
C -5.23 -2.99 -2.30
C -5.33 -2.15 -3.52
H -4.08 -0.67 -4.30
H -2.43 -0.74 -2.33
H -3.84 -2.49 -0.51
H -6.01 -3.81 -2.22
H -5.95 -2.00 -4.34
N -0.94 -4.16 3.65
C -1.51 -4.97 4.63
C -3.03 -5.29 4.18
C -3.27 -4.23 3.04
C -1.90 -3.68 2.74
H 0.01 -3.75 3.45
H -0.79 -5.47 5.29
H -3.88 -5.99 4.60
H -4.26 -4.05 2.50
H -1.62 -2.89 2.08
N 1.48 -6.39 -1.76
C 2.47 -5.40 -1.60
C 1.77 -4.16 -1.16
C 0.41 -4.56 -0.82
C 0.13 -5.87 -1.34
H 1.66 -7.16 -2.19
H 3.29 -5.70 -1.88
H 2.43 -3.05 -1.16
H -0.35 -3.92 -0.50
H -0.72 -6.39 -1.42
N 4.84 3.81 4.39
C 5.46 3.78 3.11
C 5.15 2.44 2.50
C 4.29 1.69 3.48
C 4.25 2.59 4.68
H 5.14 4.45 5.14
H 6.00 4.63 2.77
H 5.46 2.07 1.60
H 3.84 0.96 3.30
H 3.68 2.38 5.64
N -1.40 1.27 3.13
C -0.77 2.43 2.48
C 0.64 2.33 2.94
C 0.83 1.12 3.76
C -0.55 0.54 4.00
H -2.17 1.01 3.14
H -1.20 3.07 1.74
H 1.59 2.97 2.87
H 1.62 0.41 4.19
H -0.88 -0.39 4.44
N -0.17 2.05 -1.04
C -1.57 2.30 -0.94
C -1.88 3.28 -2.00
C -0.64 3.53 -2.82
C 0.38 2.66 -2.13
H 0.27 1.28 -0.40
H -2.30 1.95 -0.26
H -2.83 3.79 -2.22
H -0.55 4.20 -3.70
H 1.45 2.54 -2.43
```



[4]
Density functional theory data (ωB97M-V/def2-TZVPD) for a structure of composition C40H52BBr2Cl3N3O2P2Sm.

Properties
Charge: 0
HOMO level (spin up / spin down) in eV: -7.3 / -7.3
2S+1: 6
Orbital gap (spin up / spin down) in eV: 7.01 / 7.00
LUMO (spin up / spin down) in eV: -0.31 / -0.27

Geometry as XYZ:
```
106
C40H52BBr2Cl3N3O2P2Sm, DFT ωB97M-V/def2-TZVPD
Sm -0.96 -0.89 -0.10
C 4.49 0.03 -3.93
C 4.10 0.14 -2.45
C 5.17 -0.52 -1.58
C 4.04 1.62 -2.07
P 2.40 -0.53 -1.91
C 1.28 0.28 -3.24
N 0.49 1.29 -2.57
B -0.35 1.03 -1.43
N -0.69 2.37 -0.97
C -1.38 2.72 0.25
P -0.72 1.69 1.71
C 0.74 2.75 2.29
C 1.63 2.85 1.04
C 0.45 4.14 2.84
C 1.50 1.92 3.33
C -2.18 1.79 2.92
C -2.92 3.12 2.98
C -3.11 0.68 2.42
C -1.69 1.39 4.31
C -0.19 3.31 -1.84
C -0.36 4.69 -1.89
C 0.26 5.39 -2.91
C 1.03 4.74 -3.86
C 1.19 3.36 -3.84
C 0.57 2.64 -2.83
C 2.40 -2.42 -2.27
C 0.94 -2.87 -2.18
C 2.97 -2.91 -3.60
C 3.13 -3.08 -1.09
H 5.40 0.61 -4.08
H 4.69 -0.99 -4.22
H 3.73 0.43 -4.59
H 6.08 0.09 -1.60
H 4.84 -0.60 -0.55
H 5.43 -1.51 -1.95
H 4.98 2.11 -2.31
H 3.25 2.15 -2.60
H 3.86 1.73 -1.00
H 1.87 0.73 -4.04
H 0.61 -0.47 -3.69
H -1.25 3.79 0.47
H -2.45 2.50 0.17
H 1.22 3.54 0.32
H 2.62 3.19 1.32
H 1.72 1.86 0.58
H -0.18 4.72 2.17
H -0.04 4.09 3.82
H 1.39 4.68 2.97
H 1.60 0.90 2.98
H 2.50 2.33 3.49
H 1.00 1.91 4.30
H -3.37 3.37 2.02
H -3.72 3.04 3.71
H -2.27 3.93 3.28
H -3.44 0.85 1.39
H -2.59 -0.29 2.45
H -4.00 0.61 3.04
H -1.17 2.21 4.81
H -2.54 1.10 4.94
H -1.02 0.53 4.25
H -0.98 5.21 -1.17
H 0.12 6.46 -2.97
H 1.50 5.31 -4.64
H 1.76 2.88 -4.61
H 0.38 -2.56 -3.06
H 0.89 -3.96 -2.13
H 0.47 -2.47 -1.27
H 2.54 -2.39 -4.44
H 4.05 -2.81 -3.62
H 2.74 -3.97 -3.70
H 2.82 -2.62 -0.15
H 2.87 -4.14 -1.04
H 4.20 -3.00 -1.18
Cl -7.34 -2.79 -4.02
C -6.13 -2.25 -2.92
C -4.79 -2.46 -3.20
C -3.85 -2.00 -2.31
Cl -2.17 -2.30 -2.57
C -4.15 -1.32 -1.10
O -3.24 -0.91 -0.30
C -5.54 -1.20 -0.85
Cl -6.03 -0.49 0.64
C -6.51 -1.62 -1.74
H -4.49 -2.97 -4.10
H -7.55 -1.48 -1.51
C -3.44 -3.74 0.99
C -2.38 -3.55 2.03
C -2.53 -4.14 3.30
C -1.53 -4.03 4.22
C -0.35 -3.35 3.88
C 0.79 -3.26 4.70
Br 0.79 -4.09 6.42
C 1.93 -2.62 4.28
C 1.95 -2.00 3.04
Br 3.52 -1.14 2.41
C 0.85 -1.99 2.17
O 0.87 -1.40 1.03
C -0.31 -2.72 2.61
N -1.32 -2.82 1.71
H -3.98 -4.66 1.16
H -2.99 -3.76 -0.01
H -4.15 -2.91 1.04
H -3.44 -4.67 3.52
H -1.62 -4.49 5.19
H 2.80 -2.61 4.92
```